(1)
Below is a cluster of 8 separate species, C8H32N16O8 in total at a distorted geometry, with properties calculated with ωB97M-V/def2-TZVPD.

Summary:
- SMILES: NC(N)=O.NC(N)=O.NC(N)=O.NC(N)=O.NC(N)=O.NC(N)=O.NC(N)=O.NC(N)=O
- HOMO level: -9.250 eV
- Maximum force: 3.13 eV/A
- Calculated total energy: -49045.3433 eV
- Relative energy (zero: lowest compared OMol25 entry of this formula, charge and spin): 28.5 kcal/mol

Last column: Löwdin charge in e.
Element x y z (Å)
1 C 2.8130 0.1474 -1.8967  -0.641
2 O 1.9395 -0.3155 -2.5782  0.034
3 N 4.1911 -0.3097 -2.0720  0.099
4 N 2.6253 1.1136 -0.9257  0.159
5 H 4.2252 -0.8154 -2.9798  0.096
6 H 5.0082 0.2750 -1.8760  0.075
7 H 1.7594 1.6132 -1.0662  0.052
8 H 3.4447 1.7740 -0.7878  0.127
9 C -0.6958 1.7198 -1.5682  -0.641
10 O -0.2700 2.8162 -1.1776  -0.042
11 N -1.2544 1.5376 -2.8228  0.183
12 N -0.7255 0.6300 -0.7209  0.200
13 H -1.6355 0.6518 -2.9533  0.061
14 H -1.2758 2.1831 -3.6015  0.114
15 H -0.2376 0.6905 0.1614  0.083
16 H -1.1050 -0.2539 -1.0918  0.075
17 C 3.2696 0.0104 2.1924  -0.673
18 O 2.0660 0.0868 1.9849  -0.023
19 N 4.0589 -0.9892 1.7624  0.150
20 N 3.9322 0.9577 2.9488  0.151
21 H 5.0475 -0.7267 1.6116  0.111
22 H 3.7458 -1.8545 1.2833  0.122
23 H 3.5281 1.9287 2.9478  0.096
24 H 4.8591 0.7124 3.2608  0.088
25 C 1.3788 -4.2448 -0.2815  -0.698
26 O 1.7971 -4.6134 0.7902  0.035
27 N 1.1193 -2.9759 -0.5682  0.175
28 N 1.0233 -5.1240 -1.3367  0.133
29 H 1.1660 -2.3815 0.2562  0.105
30 H 0.3738 -2.7644 -1.1881  0.071
31 H 0.8702 -4.6693 -2.2263  0.085
32 H 1.4519 -6.0232 -1.4276  0.085
33 C -2.9696 -2.4234 -0.9661  -0.683
34 O -2.1899 -1.9142 -1.7687  0.012
35 N -4.2352 -2.1165 -0.8051  0.191
36 N -2.6826 -3.5001 -0.1667  0.156
37 H -4.5430 -1.2248 -1.1022  0.077
38 H -4.7141 -2.5598 -0.0502  0.111
39 H -1.7832 -3.8090 -0.4679  0.077
40 H -3.3618 -4.2099 -0.1311  0.088
41 C 1.9674 3.7525 1.2759  -0.723
42 O 2.8419 3.7325 2.1277  -0.012
43 N 0.7962 3.0924 1.4353  0.208
44 N 2.1959 4.3295 0.1216  0.173
45 H 0.5179 2.7704 2.3324  0.095
46 H 0.2524 2.9937 0.6599  0.001
47 H 1.4376 4.3549 -0.5128  0.077
48 H 3.1698 4.5820 -0.0604  0.130
49 C -4.2246 1.5142 -0.3687  -0.661
50 O -4.7276 0.5920 0.3146  -0.041
51 N -3.2241 2.2765 0.0316  0.184
52 N -4.7040 1.7432 -1.6394  0.140
53 H -2.9379 2.2753 1.0099  0.103
54 H -2.8908 3.0932 -0.5225  0.131
55 H -4.2592 2.4027 -2.2312  0.069
56 H -5.5750 1.3793 -2.0723  0.126
57 C -1.5604 0.0018 2.5314  -0.669
58 O -1.5876 1.2348 2.5550  -0.014
59 N -0.4223 -0.7031 2.5669  0.171
60 N -2.7794 -0.6714 2.4401  0.142
61 H 0.4314 -0.1325 2.5409  0.055
62 H -0.3391 -1.6888 2.6763  0.098
63 H -3.5746 -0.2833 1.8952  0.072
64 H -2.8192 -1.6713 2.2975  0.068


(2)
Below is a cluster of 8 separate species, C8H32N16O8 in total at a distorted geometry, with properties calculated with ωB97M-V/def2-TZVPD.

Summary:
- SMILES: NC(N)=O.NC(N)=O.NC(N)=O.NC(N)=O.NC(N)=O.NC(N)=O.NC(N)=O.NC(N)=O
- HOMO level: -9.510 eV
- Maximum force: 3.33 eV/A
- Calculated total energy: -49043.9681 eV
- Relative energy (zero: lowest compared OMol25 entry of this formula, charge and spin): 60.2 kcal/mol

Last column: Löwdin charge in e.
Element x y z (Å)
1 C -36.0357 2.9863 25.0817  -0.670
2 O -35.1854 3.0959 24.2056  0.013
3 N -36.4722 4.0416 25.7917  0.162
4 N -36.6813 1.8394 25.4089  0.179
5 H -36.5801 3.8304 26.7730  0.099
6 H -36.0218 4.9080 25.5225  0.060
7 H -36.3535 0.9859 24.9869  0.081
8 H -37.4015 1.9140 26.1148  0.050
9 C -39.2864 3.2830 27.9492  -0.677
10 O -38.7396 2.2858 27.4697  -0.002
11 N -40.1718 3.2358 28.9701  0.144
12 N -39.0800 4.5301 27.5028  0.180
13 H -40.1035 3.9232 29.7018  0.104
14 H -40.4261 2.3030 29.2541  0.108
15 H -39.6742 5.1302 28.0482  0.105
16 H -38.5545 4.7566 26.6761  0.093
17 C -34.0792 7.1779 24.8267  -0.647
18 O -34.9456 6.4928 25.3444  0.005
19 N -32.8664 7.4346 25.4260  0.145
20 N -34.1536 7.9012 23.6797  0.167
21 H -32.6677 6.9242 26.2755  0.104
22 H -32.0829 7.4188 24.7915  0.094
23 H -35.0512 8.0009 23.2345  0.115
24 H -33.3283 8.1805 23.1849  0.101
25 C -32.9115 -0.3235 23.7738  -0.687
26 O -33.4540 -0.0710 22.6987  0.012
27 N -31.5750 -0.1524 23.9636  0.152
28 N -33.5595 -0.8177 24.8466  0.175
29 H -31.3735 -0.3438 24.9320  0.081
30 H -31.0854 0.6582 23.6228  0.109
31 H -34.5621 -0.9069 24.9138  0.067
32 H -33.0290 -0.7740 25.6977  0.091
33 C -37.1456 -1.4668 23.7217  -0.679
34 O -36.7115 -1.4685 24.8623  0.016
35 N -38.3143 -2.1042 23.3684  0.126
36 N -36.5095 -1.1410 22.5748  0.181
37 H -38.8390 -1.7571 22.5832  0.069
38 H -38.8587 -2.5526 24.0873  0.098
39 H -35.5614 -0.7871 22.6728  0.071
40 H -36.8771 -0.9186 21.6673  0.113
41 C -31.9237 3.6723 25.7350  -0.697
42 O -30.8454 4.1067 26.1846  -0.022
43 N -32.6811 2.6689 26.2355  0.161
44 N -32.3936 4.0266 24.5228  0.158
45 H -32.5233 2.2244 27.1218  0.104
46 H -33.2886 2.2245 25.5653  0.073
47 H -33.3951 3.8996 24.4696  0.056
48 H -31.7723 4.6973 24.1018  0.104
49 C -39.9549 1.0200 22.9361  -0.683
50 O -39.6244 1.9634 22.2414  0.041
51 N -40.6241 -0.1098 22.5514  0.123
52 N -39.4935 0.7752 24.1839  0.163
53 H -40.9392 -0.2353 21.6056  0.108
54 H -40.7777 -0.7945 23.2635  0.076
55 H -39.9227 -0.0175 24.6156  0.088
56 H -38.7665 1.3582 24.5667  0.078
57 C -37.2714 8.9636 27.8530  -0.693
58 O -38.3878 8.7161 27.3852  0.003
59 N -36.2106 8.2670 27.4395  0.164
60 N -37.0334 9.7905 28.9141  0.130
61 H -36.1324 7.5250 26.7618  0.070
62 H -35.2904 8.5775 27.7119  0.099
63 H -37.5422 10.6545 28.9431  0.098
64 H -36.5590 9.3491 29.6806  0.095


(3)
Below is a cluster of 8 separate species, C8H32N6O8 in total at a distorted geometry, with properties calculated with ωB97M-V/def2-TZVPD.

Summary:
- SMILES: NC(N)=O.NC(N)=O.NC(N)=O.CO.CO.CO.CO.CO
- HOMO level: -9.431 eV
- Maximum force: 8.42 eV/A
- Calculated total energy: -34133.6057 eV
- Relative energy (zero: lowest compared OMol25 entry of this formula, charge and spin): 78.0 kcal/mol

Last column: Löwdin charge in e.
Element x y z (Å)
1 C -7.3826 13.1359 -19.6240  -0.192
2 O -6.5737 12.0027 -19.7241  -0.110
3 H -8.4167 12.8260 -19.4733  0.075
4 H -7.1281 13.7688 -18.7738  0.076
5 H -7.3718 13.8256 -20.4679  0.073
6 H -7.0080 11.3310 -20.2550  0.077
7 C -6.9589 7.6695 -10.6688  -0.168
8 O -6.9247 9.0467 -10.9594  -0.134
9 H -7.1967 7.1704 -11.6082  0.079
10 H -6.0481 7.3104 -10.1898  0.077
11 H -7.8442 7.4500 -10.0719  0.076
12 H -7.2280 9.5930 -10.2306  0.075
13 C -2.0688 10.5197 -7.6703  -0.248
14 O -1.9827 10.9234 -6.4220  -0.091
15 H -1.1117 10.8089 -8.1044  0.087
16 H -2.2894 9.4527 -7.7008  0.086
17 H -2.8839 11.0369 -8.1763  0.075
18 H -1.4294 11.7074 -6.3959  0.092
19 C 3.2085 12.0161 -15.8835  -0.157
20 O 2.3044 11.0983 -16.5189  -0.130
21 H 2.6818 12.8660 -15.4495  0.074
22 H 3.8238 11.4814 -15.1599  0.075
23 H 3.8801 12.4545 -16.6217  0.073
24 H 1.6122 10.9904 -15.8625  0.067
25 C 0.2600 5.0840 -9.6742  -0.175
26 O -0.7765 4.7845 -8.7747  -0.121
27 H 0.1392 4.4232 -10.5327  0.077
28 H 0.2045 6.1203 -10.0074  0.072
29 H 1.2423 4.9031 -9.2378  0.076
30 H -1.3836 4.1821 -9.2107  0.071
31 C -3.1649 10.3848 -13.9872  -0.836
32 O -2.2716 10.5453 -14.7947  0.020
33 N -4.4579 10.5836 -14.1877  0.156
34 N -2.9842 10.1314 -12.7896  0.176
35 H -4.6919 11.1961 -14.9559  0.119
36 H -5.0874 10.2457 -13.4738  0.101
37 H -3.7922 10.2314 -12.1920  0.122
38 H -2.0216 10.0367 -12.4988  0.138
39 C -0.8032 13.4438 -20.1465  -0.845
40 O -1.1575 14.1167 -21.0782  0.035
41 N 0.4502 13.2294 -19.9260  0.164
42 N -1.6023 12.7816 -19.3900  0.176
43 H 1.0823 13.7445 -20.5221  0.121
44 H 0.8069 12.6271 -19.1980  0.107
45 H -1.2353 12.3035 -18.5795  0.114
46 H -2.5900 12.8452 -19.5911  0.125
47 C -1.1592 16.2430 -13.2421  -0.665
48 O -1.4847 15.7979 -12.1162  -0.009
49 N -0.4780 17.3674 -13.5534  0.140
50 N -1.3921 15.5191 -14.3729  0.129
51 H -0.3356 17.6244 -14.5197  0.095
52 H -0.1690 18.1296 -12.9673  0.110
53 H -1.6783 14.5606 -14.2333  0.104
54 H -1.0043 15.7435 -15.2781  0.095


(4)
Below is a cluster of 8 separate species, C8H32O8 in total at a distorted geometry, with properties calculated with ωB97M-V/def2-TZVPD.

Summary:
- SMILES: CCO.CCO.CCO.CCO.O.O.O.O
- HOMO level: -10.082 eV
- Maximum force: 2.12 eV/A
- Calculated total energy: -25193.7000 eV
- Relative energy (zero: lowest compared OMol25 entry of this formula, charge and spin): 25.3 kcal/mol

Last column: Löwdin charge in e.
Element x y z (Å)
1 C 0.4138 -6.1233 -1.8995  -0.084
2 C 0.2517 -4.5901 -1.8041  -0.309
3 O -0.4141 -4.2082 -0.6049  -0.085
4 H 1.4303 -6.4166 -1.6319  0.064
5 H 0.1937 -6.5375 -2.8829  0.065
6 H -0.2552 -6.6155 -1.1933  0.071
7 H -0.3794 -4.2726 -2.6398  0.104
8 H 1.2312 -4.1305 -1.9455  0.102
9 H 0.2340 -3.6734 -0.1365  0.069
10 C -1.6013 -1.0657 -0.1712  -0.061
11 C -1.7661 0.0966 0.8242  -0.288
12 O -2.7045 1.0804 0.4398  -0.108
13 H -1.0636 -0.6939 -1.0432  0.071
14 H -2.6135 -1.3468 -0.4710  0.082
15 H -1.1251 -1.9325 0.2729  0.053
16 H -0.7912 0.5937 0.8935  0.100
17 H -1.9371 -0.2906 1.8277  0.121
18 H -2.3771 1.5292 -0.3486  0.066
19 C 2.6630 -0.4461 -1.2999  -0.094
20 C 3.7392 -0.3462 -2.3700  -0.310
21 O 4.2334 -1.6539 -2.6859  -0.089
22 H 2.3402 0.5395 -0.9546  0.068
23 H 2.9145 -1.0610 -0.4384  0.073
24 H 1.7927 -0.8971 -1.7889  0.063
25 H 4.6031 0.2140 -2.0104  0.109
26 H 3.3474 0.1363 -3.2673  0.111
27 H 3.6439 -2.0314 -3.3456  0.075
28 C 3.2741 2.7761 3.2622  -0.090
29 C 1.8317 2.3435 3.5482  -0.315
30 O 1.0817 2.4183 2.3346  -0.091
31 H 3.8240 2.6684 4.2025  0.072
32 H 3.2333 3.7908 2.8726  0.073
33 H 3.7693 2.1563 2.5140  0.067
34 H 1.2875 2.9991 4.2296  0.112
35 H 1.8164 1.3656 4.0480  0.105
36 H 1.4503 1.7878 1.7081  0.064
37 O -0.8093 3.0982 -0.9265  -0.065
38 H -1.5506 3.0612 -1.5612  -0.013
39 H -0.6452 4.0374 -0.7980  0.046
40 O -2.7538 3.2518 2.6281  -0.059
41 H -2.8147 2.4931 2.0258  -0.004
42 H -3.5408 3.1950 3.1792  0.025
43 O -3.1389 2.9393 -2.4547  -0.039
44 H -3.5165 3.0566 -3.3332  0.064
45 H -3.8755 3.0878 -1.8457  0.071
46 O -5.3140 1.2138 1.4805  -0.074
47 H -5.2056 1.3065 2.4317  0.023
48 H -4.4073 1.0966 1.1295  -0.008


Frontier orbital gap for every record listed, in sequence, given in eV: 9.68 9.92 9.58 10.37.